(1)
{"formula": "C9H19F2IN2O5PtS2", "method": "ωB97M-V/def2-TZVPD", "elements": ["Pt", "N", "S", "O", "O", "F", "S", "O", "O", "F", "I", "C", "C", "C", "C", "C", "C", "N", "O", "C", "C", "C", "H", "H", "H", "H", "H", "H", "H", "H", "H", "H", "H", "H", "H", "H", "H", "H", "H", "H", "H"], "positions_angstrom": [[0.419, 1.962, 0.487], [2.010, 2.786, -0.604], [2.186, 3.326, -2.036], [2.925, 2.428, -3.004], [2.094, 4.743, -2.244], [0.667, 3.033, -2.418], [3.613, 3.382, -0.045], [3.385, 4.104, 1.197], [4.699, 3.850, -0.902], [4.145, 1.947, 0.615], [-1.342, 4.078, 0.379], [-2.672, -1.791, -0.695], [-2.044, -0.699, 0.299], [-1.985, -1.346, 1.790], [-1.015, -2.474, 1.909], [0.374, -1.938, 1.449], [0.463, -1.208, 0.044], [-0.662, -0.220, 0.058], [-0.607, 0.684, -0.980], [1.909, -0.561, 0.122], [0.461, -2.266, -1.061], [-2.998, 0.535, 0.301], [-2.354, -2.800, -0.431], [-3.760, -1.798, -0.766], [-2.326, -1.683, -1.723], [-1.679, -0.584, 2.507], [-2.992, -1.666, 2.057], [-0.886, -2.716, 2.964], [-1.229, -3.403, 1.382], [1.192, -2.643, 1.600], [0.791, -1.258, 2.192], [2.635, -1.338, 0.362], [1.980, 0.023, 1.040], [2.233, -0.067, -0.794], [1.251, -3.009, -1.166], [0.559, -1.713, -1.995], [-0.484, -2.810, -1.052], [-2.745, 1.297, -0.435], [-4.048, 0.293, 0.135], [-3.050, 1.162, 1.191], [-1.112, 0.358, -1.729]], "lowdin_charge": [0.9230, -0.4704, 0.4509, -0.2592, -0.2325, -0.2478, 0.6796, -0.2745, -0.1989, -0.2135, 0.6676, 0.0016, -0.3924, -0.1180, -0.1675, -0.1269, -0.4475, -0.1389, -0.1570, -0.0453, -0.0088, -0.0508, 0.0684, 0.0927, 0.0811, 0.1198, 0.1300, 0.1241, 0.1141, 0.1278, 0.1063, 0.1094, 0.0566, 0.0847, 0.1094, 0.0923, 0.0632, 0.0372, 0.0945, 0.0706, 0.1452], "max_force_ev_per_a": 9.73, "total_charge": 1, "homo_lumo_gap_ev": [8.5, 5.5], "spin_multiplicity": 4}

=====

(2)
{"formula": "C4H10ClO4PS", "method": "ωB97M-V/def2-TZVPD", "elements": ["C", "C", "C", "C", "O", "O", "O", "O", "P", "S", "Cl", "H", "H", "H", "H", "H", "H", "H", "H", "H", "H"], "positions_angstrom": [[0.695, 2.511, 0.924], [-2.043, -0.394, -1.733], [1.935, -2.234, 1.497], [0.869, -0.782, -0.540], [-0.299, 0.158, 1.789], [3.184, -2.020, -0.739], [0.128, 1.763, -0.131], [-1.743, -0.039, -0.347], [-0.314, 0.219, 0.338], [2.450, -1.102, 0.140], [-0.667, -3.282, -0.455], [1.775, 2.515, 0.814], [0.528, 2.138, 1.911], [0.332, 3.482, 0.925], [-2.467, 0.433, -2.294], [-2.965, -1.021, -1.692], [-1.278, -0.912, -2.218], [1.211, -1.568, 2.004], [2.761, -2.602, 2.201], [1.376, -3.058, 1.016], [1.110, -0.831, -1.554]], "lowdin_charge": [-0.1342, -0.0942, -0.2216, -0.3041, -0.2453, -0.4864, -0.2267, -0.2457, 0.4463, 0.8688, 0.0483, 0.0903, 0.0680, 0.0683, 0.0868, 0.1022, 0.0335, 0.0270, 0.0948, -0.0130, 0.0369], "max_force_ev_per_a": 3.52, "total_charge": 0, "de_lowest_kj_mol": 209.5, "homo_lumo_gap_ev": [6.2, 7.4]}

=====

(3)
{"formula": "C15H26Cl3F6N2O7Y", "method": "ωB97M-V/def2-TZVPD", "elements": ["Y", "O", "H", "C", "O", "N", "C", "C", "H", "H", "H", "H", "H", "H", "H", "C", "O", "N", "C", "C", "H", "H", "H", "H", "H", "H", "H", "C", "C", "O", "C", "O", "C", "F", "F", "F", "H", "H", "H", "H", "H", "C", "C", "O", "C", "O", "C", "F", "F", "F", "H", "H", "H", "H", "H", "C", "Cl", "Cl", "Cl", "H"], "positions_angstrom": [[1.511, -9.658, -23.311], [0.262, -8.790, -21.768], [-0.294, -8.075, -21.479], [-1.078, -11.803, -24.160], [-0.338, -10.805, -23.981], [-1.590, -12.503, -23.166], [-2.455, -13.636, -23.436], [-1.421, -12.074, -21.793], [-1.453, -12.185, -25.112], [-2.173, -14.513, -22.853], [-2.421, -13.957, -24.476], [-3.484, -13.391, -23.166], [-1.028, -12.897, -21.198], [-0.805, -11.181, -21.693], [-2.373, -11.752, -21.368], [2.824, -6.371, -23.805], [2.290, -7.477, -23.534], [3.748, -6.154, -24.715], [4.528, -7.186, -25.402], [4.088, -4.781, -25.081], [2.536, -5.463, -23.269], [4.382, -7.116, -26.476], [4.375, -8.150, -24.924], [5.567, -6.937, -25.166], [5.124, -4.509, -24.886], [3.930, -4.700, -26.160], [3.438, -4.017, -24.661], [-4.410, -7.532, -21.748], [-3.825, -8.918, -21.652], [-4.490, -9.829, -22.546], [-4.076, -9.852, -23.808], [-3.080, -9.307, -24.195], [-4.954, -10.751, -24.707], [-4.198, -11.250, -25.678], [-5.452, -11.763, -23.997], [-5.950, -10.073, -25.220], [-5.497, -7.484, -21.705], [-4.133, -6.996, -22.661], [-4.023, -6.929, -20.922], [-4.066, -9.332, -20.675], [-2.744, -8.935, -21.792], [0.402, -5.374, -20.890], [-1.005, -5.585, -21.393], [-1.585, -4.286, -21.564], [-2.255, -4.034, -22.671], [-2.718, -4.866, -23.392], [-2.389, -2.545, -22.990], [-1.747, -2.340, -24.144], [-3.659, -2.235, -23.162], [-1.869, -1.739, -22.093], [0.907, -4.814, -21.690], [0.921, -6.330, -20.813], [0.538, -4.720, -20.035], [-1.615, -6.064, -20.622], [-1.063, -6.228, -22.272], [-1.020, -9.791, -18.605], [-2.352, -10.943, -18.784], [-0.031, -10.182, -17.217], [-1.541, -8.101, -18.517], [-0.418, -9.849, -19.505]], "lowdin_charge": [1.9297, -0.3846, -0.0476, -0.2372, -0.1868, -0.1338, 0.0022, -0.0310, 0.1642, 0.1106, 0.1082, 0.1037, 0.1120, 0.0544, 0.0654, -0.2331, -0.1786, -0.1473, 0.0127, -0.0054, 0.1496, 0.1124, 0.0746, 0.1143, 0.1106, 0.1118, 0.1059, -0.0414, -0.2103, 0.0346, -0.3833, 0.1457, -0.5790, 0.1712, 0.1724, 0.2204, 0.0970, 0.0744, 0.0795, 0.1035, 0.1021, -0.0462, -0.2225, 0.0505, -0.3885, 0.1681, -0.5859, 0.1717, 0.2014, 0.2005, 0.0722, 0.0656, 0.0969, 0.0902, 0.1171, -1.5511, 0.5936, 0.5828, 0.5722, -0.0325], "max_force_ev_per_a": 5.45, "total_charge": 2, "de_lowest_kj_mol": 0.0, "homo_lumo_gap_ev": 6.9}

=====

(4)
{"formula": "C14H31N2O5P3S2", "method": "ωB97M-V/def2-TZVPD", "elements": ["C", "C", "C", "P", "P", "N", "P", "N", "O", "O", "O", "C", "C", "C", "C", "C", "C", "C", "H", "H", "H", "H", "H", "H", "H", "H", "H", "H", "H", "H", "H", "H", "H", "H", "H", "H", "H", "C", "S", "O", "C", "H", "H", "H", "H", "H", "H", "C", "S", "O", "C", "H", "H", "H", "H", "H", "H"], "positions_angstrom": [[0.775, -3.876, -0.305], [0.462, -2.572, 0.527], [1.174, -1.277, -0.013], [3.020, -1.456, -0.310], [3.316, -1.490, -2.471], [2.350, -0.475, -3.261], [3.881, 0.443, 0.367], [5.434, 0.528, 0.149], [3.013, 1.641, -0.428], [3.404, 0.579, 1.971], [-0.968, -2.351, 0.366], [-1.459, -1.334, 1.259], [-2.121, -0.110, 0.554], [-1.389, 0.963, -0.138], [-2.068, 2.082, -0.817], [-3.522, 2.206, -0.810], [-4.272, 1.167, -0.094], [-3.593, 0.036, 0.559], [-0.083, -4.132, -0.989], [1.699, -3.809, -0.933], [0.882, -4.734, 0.413], [0.637, -2.753, 1.630], [0.652, -0.957, -0.958], [1.052, -0.407, 0.698], [4.653, -1.065, -2.783], [3.021, -2.794, -2.971], [1.765, 0.043, -2.599], [5.840, 0.669, 1.087], [3.416, 1.841, -1.294], [3.860, 1.348, 2.372], [-0.672, -1.016, 2.006], [-2.270, -1.820, 1.880], [-0.277, 0.978, -0.177], [-1.450, 2.849, -1.350], [-4.008, 3.055, -1.332], [-5.380, 1.253, -0.047], [-4.248, -0.698, 1.080], [-6.557, 5.137, -4.282], [-6.521, 3.368, -3.934], [-5.636, 3.165, -2.753], [-5.575, 2.912, -5.399], [-7.075, 5.638, -3.465], [-5.539, 5.521, -4.358], [-7.096, 5.312, -5.214], [-4.620, 3.438, -5.403], [-6.147, 3.163, -6.293], [-5.397, 1.837, -5.372], [3.710, -2.026, 4.164], [4.573, -1.169, 5.496], [5.962, -0.904, 5.031], [4.636, -2.584, 6.612], [3.590, -1.335, 3.329], [4.291, -2.890, 3.839], [2.726, -2.345, 4.513], [5.159, -3.412, 6.131], [3.621, -2.883, 6.877], [5.173, -2.289, 7.513]], "lowdin_charge": [-0.0502, -0.4096, -0.4020, 0.6760, 0.4837, -0.3887, 0.3615, -0.2263, -0.2493, -0.2433, -0.1531, -0.1797, -0.1547, -0.0363, -0.0714, -0.0775, -0.0669, -0.0358, 0.0952, 0.0342, 0.0835, 0.1430, 0.0869, 0.0647, -0.0160, -0.0286, -0.0797, -0.0149, 0.0681, 0.0889, 0.1273, 0.1257, 0.0753, 0.0970, 0.0646, 0.0945, 0.0971, -0.2719, 0.8258, -0.5632, -0.2693, 0.0496, 0.0580, 0.0522, 0.0588, 0.0523, 0.0516, -0.2723, 0.7951, -0.5562, -0.2753, 0.0088, 0.0619, 0.0535, 0.0573, 0.0510, 0.0488], "max_force_ev_per_a": 3.83, "total_charge": 0, "homo_lumo_gap_ev": 8.8}

=====

(5)
{"formula": "CH2O2", "method": "ωB97M-V/def2-TZVPD", "elements": ["O", "C", "O", "H", "H"], "positions_angstrom": [[-0.605, 1.211, 0.241], [-0.324, 0.149, -0.266], [0.672, -0.738, 0.174], [-0.794, -0.109, -1.254], [1.050, -0.512, 1.105]], "lowdin_charge": [0.0454, -0.3454, -0.0035, 0.1465, 0.1570], "max_force_ev_per_a": 2.67, "total_charge": 0, "de_lowest_kj_mol": 27.6, "homo_lumo_gap_ev": 11.8, "smiles": "O=CO"}